{"formula": "C3H4O2S2", "method": "wB97M-V/def2-TZVPD", "elements": ["O", "C", "C", "O", "C", "S", "S", "H", "H", "H", "H"], "positions_angstrom": [[-1.606, -0.322, 0.031], [-0.406, -0.112, -0.019], [0.523, -1.163, -0.591], [-0.187, -2.287, -1.015], [0.154, 1.193, 0.519], [1.734, 1.537, 0.502], [-1.135, 2.201, 1.128], [1.096, -0.694, -1.429], [1.297, -1.455, 0.201], [-1.129, -2.098, -0.793], [-0.341, 3.200, 1.468]], "mulliken_charge": [-0.631, 0.583, -0.423, -0.527, 0.229, -0.207, -0.116, 0.299, 0.287, 0.365, 0.142], "homo_ev": -9.44, "homo_lumo_gap_ha": 0.2862, "relative_energy_ev": 0.731, "spin_multiplicity": 1, "smiles": "O=C(CO)C(=S)S", "fmax_ev_per_a": 1.4}

=====

{"formula": "C3H4O2S2", "method": "wB97M-V/def2-TZVPD", "elements": ["O", "C", "C", "C", "O", "S", "S", "H", "H", "H", "H"], "positions_angstrom": [[1.319, -1.234, 2.014], [0.934, -1.089, 0.884], [0.131, 0.155, 0.582], [-1.026, 0.037, -0.409], [-1.033, 1.029, -1.468], [0.428, 1.380, -2.137], [1.401, 1.323, -0.263], [1.332, -1.681, 0.096], [-0.275, 0.758, 1.485], [-1.033, -0.945, -0.870], [-2.177, 0.268, 0.085]], "mulliken_charge": [-0.442, -0.103, 0.071, -0.381, -0.315, 0.087, -0.107, 0.379, 0.291, 0.284, 0.237], "homo_ev": -8.54, "homo_lumo_gap_ha": 0.3161, "relative_energy_ev": 2.054, "spin_multiplicity": 1, "smiles": "O=C[C@@H]1COSS1", "fmax_ev_per_a": 3.8}

=====

{"formula": "C3H4O2S2", "method": "wB97M-V/def2-TZVPD", "elements": ["S", "C", "O", "C", "O", "C", "S", "H", "H", "H", "H"], "positions_angstrom": [[0.389, 2.474, 1.364], [0.531, 0.879, 1.054], [-0.719, 0.275, 0.702], [-0.433, -1.194, 0.933], [0.637, -1.706, 0.094], [0.508, -1.687, -1.286], [-0.668, -0.697, -2.166], [1.585, 0.235, 1.159], [-1.350, -1.904, 0.866], [-0.031, -1.156, 2.032], [1.292, -2.156, -1.783]], "mulliken_charge": [-0.242, 0.025, -0.226, -0.227, -0.291, -0.158, -0.158, 0.275, 0.325, 0.308, 0.369], "homo_ev": -9.00, "homo_lumo_gap_ha": 0.3084, "relative_energy_ev": 3.403, "spin_multiplicity": 1, "smiles": "S=COCOC=S", "fmax_ev_per_a": 6.3}

=====

{"formula": "C3H4O2Sm", "method": "wB97M-V/def2-TZVPD", "elements": ["C", "C", "H", "H", "C", "O", "Sm", "H", "O", "H"], "positions_angstrom": [[1.100, -0.208, -0.457], [0.095, 0.003, -1.423], [-0.403, -0.851, -1.894], [0.184, 0.988, -1.901], [-0.248, 0.610, 0.328], [-0.908, 0.141, 1.262], [-2.445, 0.737, 3.247], [-0.061, 1.696, 0.280], [1.401, -1.466, -0.193], [1.285, -1.650, 0.751]], "mulliken_charge": [0.296, -0.465, 0.303, 0.298, 0.005, -0.671, 1.884, 0.381, -0.373, 0.341], "homo_ev": [-16.18, -16.19], "homo_lumo_gap_ha": [0.2332, 0.2410], "charge": 2, "relative_energy_ev": 0.000, "spin_multiplicity": 7, "fmax_ev_per_a": 5.3}

=====

{"formula": "C3H4O2Yb", "method": "wB97M-V/def2-TZVPD", "elements": ["C", "C", "H", "H", "C", "O", "Yb", "H", "O", "H"], "positions_angstrom": [[-0.942, -0.284, -0.216], [-1.066, 1.061, -0.504], [-1.587, 1.727, 0.186], [-0.871, 1.341, -1.542], [0.646, -0.126, -0.351], [1.421, -0.528, 0.527], [3.706, -1.080, 1.008], [0.983, -0.049, -1.397], [-1.469, -0.764, 0.906], [-0.820, -1.299, 1.383]], "mulliken_charge": [0.648, -0.319, 0.333, 0.322, 0.104, -0.471, 1.839, 0.420, -0.245, 0.370], "homo_ev": [-23.88, -23.88], "homo_lumo_gap_ha": [0.3714, 0.2645], "charge": 3, "relative_energy_ev": 0.000, "spin_multiplicity": 2, "fmax_ev_per_a": 5.0}

=====

{"formula": "C3H4O3", "method": "wB97M-V/def2-TZVPD", "elements": ["O", "C", "C", "O", "C", "O", "H", "H", "H", "H"], "positions_angstrom": [[1.073, 0.270, 1.742], [1.154, -0.243, 0.652], [0.156, -0.003, -0.471], [-0.340, -1.257, -0.911], [-0.986, 0.923, -0.058], [-1.487, 1.706, -0.826], [1.947, -0.979, 0.408], [0.659, 0.443, -1.335], [-0.820, -1.673, -0.181], [-1.355, 0.811, 0.980]], "mulliken_charge": [-0.459, 0.000, 0.109, -0.510, -0.022, -0.442, 0.354, 0.295, 0.341, 0.333], "homo_ev": -9.95, "homo_lumo_gap_ha": 0.3693, "relative_energy_ev": 1.880, "spin_multiplicity": 1, "smiles": "O=CC(O)C=O", "fmax_ev_per_a": 0.6}

=====

{"formula": "C3H4O3", "method": "wB97M-V/def2-TZVPD", "elements": ["O", "C", "C", "O", "C", "O", "H", "H", "H", "H"], "positions_angstrom": [[2.141, 0.485, 0.202], [0.988, -0.270, 0.400], [-0.215, 0.460, -0.164], [-0.085, 1.512, -0.772], [-1.557, 0.004, 0.193], [-2.063, -0.868, -0.632], [1.859, 1.257, -0.322], [1.046, -1.249, -0.107], [0.818, -0.470, 1.468], [-2.950, -0.932, -0.253]], "mulliken_charge": [-0.509, -0.430, 1.122, -0.612, -0.689, -0.281, 0.372, 0.243, 0.298, 0.486], "homo_ev": -9.46, "homo_lumo_gap_ha": 0.3458, "relative_energy_ev": 3.706, "spin_multiplicity": 1, "fmax_ev_per_a": 1.0}

=====

{"formula": "C3H4O3", "method": "wB97M-V/def2-TZVPD", "elements": ["O", "C", "C", "O", "C", "O", "H", "H", "H", "H"], "positions_angstrom": [[2.004, 0.633, -0.190], [1.222, -0.304, 0.491], [-0.257, -0.132, 0.370], [-0.617, 0.737, -0.507], [-1.948, 0.012, -0.279], [-2.378, -0.728, -1.109], [1.591, 0.820, -1.044], [1.403, -1.348, 0.172], [1.499, -0.265, 1.550], [-2.459, 0.531, 0.531]], "mulliken_charge": [-0.495, -0.217, -0.195, -0.234, 0.460, -0.497, 0.320, 0.243, 0.287, 0.328], "homo_ev": -9.48, "homo_lumo_gap_ha": 0.3575, "relative_energy_ev": 4.129, "spin_multiplicity": 1, "fmax_ev_per_a": 0.8}

=====

{"formula": "C3H4O3", "method": "wB97M-V/def2-TZVPD", "elements": ["O", "C", "C", "O", "C", "O", "H", "H", "H", "H"], "positions_angstrom": [[-1.828, -0.565, -0.042], [-0.974, -0.245, -0.840], [0.351, 0.278, -0.311], [-0.102, 1.466, 0.323], [1.006, -0.626, 0.732], [2.075, -1.159, 0.581], [-1.190, -0.143, -1.917], [1.082, 0.515, -1.090], [-0.904, 1.168, 0.793], [0.429, -0.719, 1.675]], "mulliken_charge": [-0.475, -0.044, 0.192, -0.505, -0.005, -0.452, 0.340, 0.319, 0.337, 0.293], "homo_ev": -10.07, "homo_lumo_gap_ha": 0.3706, "relative_energy_ev": 1.970, "spin_multiplicity": 1, "smiles": "O=CC(O)C=O", "fmax_ev_per_a": 0.7}

=====

{"formula": "C3H4O3", "method": "wB97M-V/def2-TZVPD", "elements": ["O", "C", "O", "C", "C", "O", "H", "H", "H", "H"], "positions_angstrom": [[1.867, -1.441, 0.220], [1.097, -0.535, 0.104], [1.232, 0.756, 0.465], [-0.104, 1.159, 0.077], [-0.399, -0.193, -0.484], [-1.006, -1.022, 0.489], [-0.661, 1.442, 0.970], [-0.066, 1.985, -0.631], [-1.039, -0.219, -1.375], [-0.922, -1.932, 0.165]], "mulliken_charge": [-0.536, 0.596, -0.318, -0.402, -0.012, -0.531, 0.215, 0.260, 0.405, 0.324], "homo_ev": -10.03, "homo_lumo_gap_ha": 0.3949, "relative_energy_ev": 2.271, "spin_multiplicity": 1, "smiles": "O=C1OC[C@@H]1O", "fmax_ev_per_a": 3.3}

=====

{"formula": "C3H4O3", "method": "wB97M-V/def2-TZVPD", "elements": ["O", "C", "C", "O", "C", "O", "H", "H", "H", "H"], "positions_angstrom": [[1.354, 0.803, -0.512], [0.664, -0.321, -0.846], [-1.490, 1.180, 0.309], [-2.182, 1.794, -0.343], [0.118, -1.095, 0.096], [0.229, -0.686, 1.410], [1.536, 0.712, 0.440], [0.563, -0.474, -1.913], [-0.358, 0.098, 1.452], [-0.434, -2.010, -0.094]], "mulliken_charge": [-0.519, -0.257, 0.086, -0.133, -0.152, -0.546, 0.409, 0.361, 0.411, 0.341], "homo_ev": -8.94, "homo_lumo_gap_ha": 0.3593, "relative_energy_ev": 1.922, "spin_multiplicity": 1, "fmax_ev_per_a": 1.7}

=====

{"formula": "C3H4O3", "method": "wB97M-V/def2-TZVPD", "elements": ["O", "C", "C", "O", "H", "H", "C", "O", "H", "H"], "positions_angstrom": [[-0.303, 1.587, 2.043], [0.139, 1.454, 0.967], [0.609, 1.551, -0.224], [1.488, 0.715, -0.984], [0.423, 2.401, -0.722], [0.958, 0.066, -1.467], [-0.900, -1.910, 0.112], [-0.224, -1.426, -0.735], [-0.238, -2.420, 1.002], [-1.952, -2.019, 0.008]], "mulliken_charge": [-0.381, 0.859, -0.684, -0.475, 0.359, 0.359, -0.164, -0.368, 0.215, 0.281], "homo_ev": -9.04, "homo_lumo_gap_ha": 0.3477, "relative_energy_ev": 3.794, "spin_multiplicity": 1, "smiles": "O=C=CO.C=O", "fmax_ev_per_a": 4.4}

=====

{"formula": "C3H4O3", "method": "wB97M-V/def2-TZVPD", "elements": ["O", "C", "C", "O", "C", "O", "H", "H", "H", "H"], "positions_angstrom": [[-2.247, -0.298, -0.184], [-1.046, -0.178, -0.024], [-0.323, 0.999, 0.044], [1.005, 0.699, -0.178], [1.079, -0.803, -0.105], [-0.194, -1.288, 0.017], [-0.597, 1.157, 1.102], [-0.722, 1.911, -0.580], [1.606, -1.126, -0.927], [1.439, -1.073, 0.836]], "mulliken_charge": [-0.563, 0.383, 0.026, -0.367, -0.181, -0.308, 0.175, 0.285, 0.267, 0.284], "homo_ev": -10.40, "homo_lumo_gap_ha": 0.4100, "relative_energy_ev": 2.037, "spin_multiplicity": 1, "smiles": "O=C1COCO1", "fmax_ev_per_a": 7.2}

=====

{"formula": "C3H4O3", "method": "wB97M-V/def2-TZVPD", "elements": ["O", "C", "C", "O", "C", "O", "H", "H", "H", "H"], "positions_angstrom": [[0.495, -1.041, -1.651], [0.477, -0.096, -0.750], [0.352, -0.352, 0.691], [1.614, -0.198, 0.884], [-1.243, 1.259, 0.261], [-0.613, 0.718, 1.236], [0.084, -1.850, -1.304], [0.891, 0.842, -1.085], [-0.140, -1.299, 0.997], [-1.917, 2.016, 0.722]], "mulliken_charge": [-0.377, -0.123, 0.374, -0.633, -0.334, -0.237, 0.359, 0.367, 0.395, 0.208], "homo_ev": -8.73, "homo_lumo_gap_ha": 0.3300, "relative_energy_ev": 5.801, "spin_multiplicity": 1, "fmax_ev_per_a": 0.5}

=====

{"formula": "C3H4O3", "method": "wB97M-V/def2-TZVPD", "elements": ["C", "C", "C", "O", "O", "O", "H", "H", "H", "H"], "positions_angstrom": [[-1.601, 0.739, -0.079], [-0.195, 0.845, 0.377], [-0.985, -0.506, -0.653], [-2.644, 1.322, -0.067], [0.713, 1.629, -0.372], [-1.361, -1.612, 0.040], [0.024, 0.794, 1.495], [-0.908, -0.432, -1.749], [0.517, 1.386, -1.222], [-0.726, -2.303, 0.229]], "mulliken_charge": [0.318, -0.284, -0.067, -0.396, -0.442, -0.454, 0.331, 0.335, 0.338, 0.321], "homo_ev": [-6.49, -9.09], "homo_lumo_gap_ha": [0.2613, 0.2467], "relative_energy_ev": 2.556, "spin_multiplicity": 3, "fmax_ev_per_a": 4.5}

=====

{"formula": "C3H4O3Rb", "method": "wB97M-V/def2-TZVPD", "elements": ["Rb", "C", "C", "O", "C", "O", "O", "H", "H", "H", "H"], "positions_angstrom": [[-0.921, -5.610, 1.138], [0.462, 0.989, 0.680], [-0.371, 1.378, -0.473], [-0.109, 0.172, -1.293], [0.199, -0.887, -0.629], [0.144, -2.047, -1.046], [0.550, -0.516, 0.598], [-0.129, 1.292, 1.544], [1.485, 1.364, 0.637], [0.113, 2.270, -0.868], [-1.423, 1.596, -0.287]], "mulliken_charge": [0.993, -0.320, -0.252, -0.332, 0.755, -0.623, -0.349, 0.283, 0.297, 0.268, 0.279], "homo_ev": -13.56, "homo_lumo_gap_ha": 0.3492, "charge": 1, "relative_energy_ev": 0.000, "spin_multiplicity": 1, "fmax_ev_per_a": 4.6}

=====

{"formula": "C3H4O3S", "method": "wB97M-V/def2-TZVPD", "elements": ["C", "C", "C", "O", "O", "O", "S", "H", "H", "H", "H"], "positions_angstrom": [[-1.715, -0.064, -1.929], [-1.618, 1.139, -1.694], [0.665, 0.415, 2.151], [2.404, -0.897, 0.022], [0.312, -1.910, -0.604], [0.331, 0.498, 1.002], [1.166, -0.793, -0.653], [-1.582, -1.060, -1.621], [-1.707, 2.141, -2.006], [0.717, 1.179, 2.865], [1.026, -0.648, 2.467]], "mulliken_charge": [-0.329, -0.429, -0.025, -0.468, -0.429, -0.363, 0.774, 0.449, 0.330, 0.311, 0.179], "homo_ev": -10.35, "homo_lumo_gap_ha": 0.3685, "relative_energy_ev": 5.140, "spin_multiplicity": 1, "fmax_ev_per_a": 4.6}

=====

{"formula": "C3H4O3Sm", "method": "wB97M-V/def2-TZVPD", "elements": ["H", "O", "C", "C", "O", "C", "O", "Sm", "H", "H", "H"], "positions_angstrom": [[-2.963, -1.861, -0.713], [0.488, -1.132, 0.139], [1.893, -1.436, 0.052], [1.444, -0.232, 0.744], [1.634, 0.986, 0.146], [0.587, 1.924, -0.004], [-0.543, 1.415, 0.175], [-1.710, -0.346, -0.411], [2.315, -1.327, -0.948], [2.185, -2.315, 0.627], [1.361, -0.207, 1.833]], "mulliken_charge": [-0.210, -0.507, -0.484, 0.361, -0.204, -0.071, -0.478, 1.701, 0.256, 0.257, 0.379], "homo_ev": [-12.33, -12.50], "homo_lumo_gap_ha": [0.2156, 0.2678], "charge": 1, "relative_energy_ev": 1.687, "spin_multiplicity": 6, "fmax_ev_per_a": 1.7}

=====

{"formula": "C3H4O4", "method": "wB97M-V/def2-TZVPD", "elements": ["C", "C", "O", "O", "C", "O", "O", "H", "H", "H", "H"], "positions_angstrom": [[-1.675, 0.062, 0.359], [-0.356, 0.860, 0.225], [-0.026, 1.847, 0.786], [0.475, 0.279, -0.824], [1.257, -0.488, -0.155], [1.101, -0.992, 0.943], [2.335, -0.856, -0.894], [-2.380, 0.734, 0.881], [-1.217, -0.642, 1.001], [-2.057, -0.350, -0.599], [2.543, -0.454, -1.723]], "mulliken_charge": [-0.880, 0.748, -0.463, -0.330, 0.696, -0.529, -0.475, 0.285, 0.306, 0.307, 0.333], "homo_ev": -11.40, "homo_lumo_gap_ha": 0.4384, "relative_energy_ev": 0.440, "spin_multiplicity": 1, "smiles": "CC(=O)OC(=O)O", "fmax_ev_per_a": 5.0}

=====

{"formula": "C3H4O4", "method": "wB97M-V/def2-TZVPD", "elements": ["O", "C", "O", "C", "O", "C", "O", "H", "H", "H", "H"], "positions_angstrom": [[2.607, -0.026, -0.103], [1.445, -0.009, 0.104], [0.700, 1.019, -0.376], [-0.635, 1.068, 0.227], [-1.549, -0.004, -0.108], [-0.568, -1.101, -0.353], [0.538, -0.970, 0.539], [-0.995, 2.143, 0.073], [-0.511, 1.075, 1.400], [-1.050, -1.945, -0.030], [0.018, -1.248, -1.374]], "mulliken_charge": [-0.466, 0.713, -0.334, -0.153, -0.338, -0.109, -0.373, 0.293, 0.233, 0.285, 0.250], "homo_ev": -10.89, "homo_lumo_gap_ha": 0.4279, "relative_energy_ev": 2.163, "spin_multiplicity": 1, "smiles": "O=C1OCOCO1", "fmax_ev_per_a": 4.1}